{
  "formula": "C5H13N2S",
  "method": "wB97M-V/def2-TZVPD",
  "elements": ["C", "C", "C", "C", "C", "N", "N", "S", "H", "H", "H", "H", "H", "H", "H", "H", "H", "H", "H", "H", "H"],
  "xyz": [[-1.582, -0.435, 1.224], [-1.296, 1.382, -0.739], [-0.226, -0.879, 0.465], [0.454, 0.349, -0.167], [1.395, 1.210, 0.686], [-0.521, -1.804, -0.577], [0.929, -0.123, -1.489], [-2.548, 0.179, -0.154], [-2.265, -1.254, 1.602], [-1.494, 0.281, 2.053], [-1.311, 2.410, -0.254], [-1.481, 1.680, -1.757], [0.365, -1.363, 1.291], [2.450, 0.853, 0.626], [1.102, 1.256, 1.689], [1.432, 2.190, 0.271], [-1.469, -1.710, -0.899], [-0.196, -2.778, -0.186], [1.928, -0.497, -1.297], [1.012, 0.791, -1.996], [0.261, -1.561, -1.350]],
  "forces_ev_per_angstrom": [[-0.6, -0.8, -1.0], [1.4, -0.4, 2.4], [-0.4, 2.0, 4.0], [-2.9, 0.6, -1.2], [0.5, -1.3, -2.0], [3.8, -4.4, 0.5], [3.0, 1.9, 0.9], [0.1, 1.7, -0.4], [1.3, 0.3, -0.2], [0.5, -0.1, -0.5], [0.2, -1.6, 0.3], [0.5, -0.8, -0.9], [0.0, 0.4, -1.1], [-0.7, -0.1, 0.1], [-0.5, 0.1, 1.5], [-0.1, 0.9, -0.2], [-0.9, -0.1, -0.5], [-1.7, 1.9, -1.3], [-1.6, 1.1, -0.8], [0.3, -1.6, -0.2], [-2.1, 0.4, 0.4]],
  "nbo_charge": [-0.5533, -0.5635, -0.1506, 0.2341, -0.6669, -0.7481, -0.8961, 0.2407, 0.2557, 0.2571, 0.2300, 0.2293, 0.2457, 0.2310, 0.2372, 0.2420, 0.4501, 0.4453, 0.3785, 0.4233, 0.4783],
  "charge": 1,
  "spin_multiplicity": 1,
  "homo_lumo_gap_ha": 0.3517,
  "relative_energy_kcal_mol": 55.9
}